{"formula": "C4H5NO", "method": "ωB97M-V/def2-TZVPD", "energy_ev": -7764.74866, "lumo_ev": 0.9, "gap_ev": 10.244, "elements": ["O", "C", "C", "N", "C", "C", "H", "H", "H", "H", "H"], "coordinates": [[0.533912, 0.575355, -2.710706], [0.443331, -0.556059, -2.602156], [-0.208902, 1.543988, 0.262045], [0.713312, 0.808900, 0.727949], [-0.480650, -1.292344, 1.002007], [0.579081, -0.585556, 0.607677], [-0.142444, 2.626476, 0.385414], [-1.079509, 1.143176, -0.277097], [-1.342597, -0.812425, 1.459955], [-0.484965, -2.375642, 0.928261], [1.469433, -1.075869, 0.216651]], "forces_ev_per_angstrom": [[-0.2, -1.8, 0.2], [0.2, 1.8, -0.2], [0.2, -0.1, 0.1], [-0.4, 0.2, -0.1], [0.1, 0.1, 0.0], [-0.1, -0.2, 0.0], [0.0, -0.2, 0.0], [0.2, 0.0, 0.1], [0.1, 0.0, -0.1], [0.0, 0.2, 0.0], [-0.1, 0.0, 0.1]]}

=====

{"formula": "C7H14F3N2O3PdS2", "method": "ωB97M-V/def2-TZVPD", "energy_ev": -49905.16496, "total_charge": 1, "lumo_ev": [-4.6, -4.6], "gap_ev": [7.716, 7.715], "elements": ["Pd", "C", "C", "N", "C", "C", "S", "C", "C", "N", "H", "H", "H", "H", "H", "H", "H", "H", "H", "H", "H", "H", "H", "H", "F", "C", "F", "F", "S", "O", "O", "O"], "coordinates": [[-0.164145, 0.906242, 0.138139], [1.335317, -1.878107, 0.053988], [0.981179, -1.371442, 1.456935], [-0.267833, -0.534143, 1.503424], [-1.548038, -1.295459, 1.474413], [-1.980345, -1.672627, 0.074665], [-1.649617, -0.332560, -1.123923], [-0.549347, -1.183983, -2.332639], [0.960803, -0.898854, -2.231150], [1.433372, -0.753372, -0.865973], [2.255791, -2.463937, 0.123391], [0.569698, -2.569826, -0.297651], [0.859945, -2.206248, 2.150767], [1.785600, -0.736217, 1.827109], [-0.247399, -0.011914, 2.377217], [-1.459667, -2.194775, 2.089944], [-2.296385, -0.653653, 1.938084], [-1.497380, -2.573110, -0.294340], [-3.053104, -1.861825, 0.067638], [-0.781771, -2.243483, -2.234759], [-0.905403, -0.872308, -3.313094], [1.466691, -1.689946, -2.797778], [1.170001, 0.044836, -2.735369], [2.352305, -0.325654, -0.857640], [-0.941802, 4.997857, -0.197248], [-0.576016, 4.141251, 0.741683], [-1.553661, 3.229056, 0.925076], [-0.342066, 4.775577, 1.879108], [0.969129, 3.272136, 0.196988], [1.995375, 4.234097, 0.113445], [0.551672, 2.557552, -1.047511], [1.127101, 2.164838, 1.197061]], "forces_ev_per_angstrom": [[0.5, 0.3, -0.6], [-0.2, 0.1, 0.0], [-0.1, 0.0, 0.0], [0.0, -0.5, 0.2], [0.0, 0.0, 0.2], [-0.1, -0.1, 0.0], [0.3, 0.1, -0.2], [0.0, 0.0, 0.0], [-0.2, 0.0, 0.1], [0.5, -0.1, -0.2], [0.0, 0.0, 0.0], [0.0, 0.0, 0.0], [0.0, 0.0, 0.0], [0.0, 0.0, 0.0], [0.0, -0.1, 0.1], [0.0, 0.0, 0.0], [0.0, 0.0, -0.1], [0.0, 0.0, 0.0], [0.0, 0.0, 0.0], [0.0, 0.0, 0.0], [0.0, 0.0, 0.0], [0.0, 0.0, 0.0], [0.0, 0.0, 0.0], [-0.1, -0.1, 0.0], [0.0, -0.1, 0.2], [0.1, 0.0, 0.0], [0.2, 0.5, 0.0], [-0.1, -0.1, -0.1], [-0.2, -0.4, -0.1], [0.1, 0.0, 0.0], [-0.5, 0.1, 0.2], [-0.1, 0.2, 0.2]]}

=====

{"formula": "C4H8NO", "method": "ωB97M-V/def2-TZVPD", "energy_ev": -7801.64424, "total_charge": 1, "lumo_ev": [-5.5, -5.7], "gap_ev": [10.269, 8.554], "elements": ["C", "C", "C", "C", "N", "O", "H", "H", "H", "H", "H", "H", "H", "H"], "coordinates": [[-0.138603, -0.736314, -0.147541], [-0.446324, 1.726453, 0.581425], [0.672903, 1.654138, -0.400525], [0.218817, -1.770239, -0.922560], [0.047574, 0.476704, 0.109347], [-1.637498, -0.690904, 1.640566], [-0.157956, 1.869002, 1.542600], [-1.465338, 2.203220, 0.287498], [0.533597, 1.961555, -1.502821], [1.630885, 1.747970, 0.013347], [-0.185236, -2.712853, -0.436904], [1.244250, -1.950797, -1.014489], [-0.180146, -1.734351, -2.038732], [-2.241588, -1.403519, 1.900540]], "forces_ev_per_angstrom": [[-2.5, 4.8, 3.8], [-2.2, 1.4, -2.2], [-0.3, 1.4, -2.3], [-1.5, -4.6, -3.4], [-0.9, -2.7, -1.8], [0.8, 0.3, -0.8], [0.6, 0.7, 2.8], [1.8, -1.6, 0.4], [0.1, -0.8, 1.9], [1.4, 0.5, 0.2], [0.3, 0.8, -0.8], [2.0, 0.1, 0.0], [0.4, 0.2, 2.3], [0.0, -0.4, -0.3]]}

=====

{"formula": "C3H12NO", "method": "ωB97M-V/def2-TZVPD", "energy_ev": -6836.75822, "total_charge": 1, "lumo_ev": -3.4, "gap_ev": 12.572, "elements": ["C", "C", "C", "N", "H", "H", "H", "H", "H", "H", "H", "H", "H", "H", "H", "H", "O"], "coordinates": [[0.277036, 1.155597, 0.793133], [1.224890, 1.125292, -0.394251], [1.820260, -0.300490, -0.655446], [-0.647818, -0.007313, 0.801958], [0.836882, 1.298536, 1.715874], [-0.290580, 2.044756, 0.778176], [2.105564, 1.719305, -0.241171], [0.741393, 1.420070, -1.298096], [2.802943, -0.185513, -1.104185], [1.971852, -0.898133, 0.236409], [1.167702, -0.830283, -1.350215], [-1.569529, 0.232110, 0.420995], [-0.381139, -0.819091, 0.238076], [-0.813220, -0.341592, 1.750108], [-2.798972, -1.845828, -1.313527], [-3.646709, -2.027393, -0.011980], [-2.800551, -1.740032, -0.365866]], "forces_ev_per_angstrom": [[1.5, 0.6, -0.3], [0.7, -2.0, 0.2], [-0.5, 0.7, -0.2], [-0.9, -0.2, 0.3], [0.0, -1.0, 0.2], [-1.1, 0.9, -0.3], [-0.1, 0.9, 0.4], [-0.4, 0.5, -0.6], [-0.1, -0.1, -0.2], [-0.1, -0.1, 0.3], [0.2, -0.3, 0.0], [0.0, 0.0, 0.1], [0.5, 0.1, 0.1], [-0.1, -0.1, 0.0], [-0.4, -0.2, -0.4], [-0.1, -0.1, -0.3], [0.6, 0.5, 0.7]]}

=====

{"formula": "CH4FIP2", "method": "ωB97M-V/def2-TZVPD", "energy_ev": -30494.73428, "lumo_ev": -0.4, "gap_ev": 7.720, "elements": ["C", "F", "P", "P", "I", "H", "H", "H", "H"], "coordinates": [[-1.263851, 1.315887, 0.690477], [1.740257, 1.132348, -0.166655], [0.523164, -1.672792, -0.289865], [0.159370, 0.519078, -0.101305], [-2.701807, -0.237627, 0.283031], [-1.161701, 1.238444, 1.867732], [1.544897, -1.776221, 0.497332], [1.257300, -1.257082, -1.299905], [-0.097631, 0.737966, -1.480842]], "forces_ev_per_angstrom": [[1.8, -0.4, 2.4], [-2.6, -0.5, 0.8], [-3.9, -0.4, -0.2], [0.6, 0.7, -1.0], [0.0, 0.1, -0.2], [0.0, 0.3, -2.3], [2.7, 0.0, 2.3], [1.6, 0.4, -2.2], [-0.1, -0.2, 0.5]]}

=====

{"formula": "C2H5N3", "method": "ωB97M-V/def2-TZVPD", "energy_ev": -6619.84697, "lumo_ev": [-0.3, -0.2], "gap_ev": [8.233, 9.020], "elements": ["C", "C", "N", "N", "N", "H", "H", "H", "H", "H"], "coordinates": [[-1.770976, -0.257559, 0.278589], [1.358879, 0.381629, -0.413854], [-1.000005, 0.722531, 0.038796], [1.462479, -0.483332, 0.641794], [0.172844, 1.069880, 0.086044], [-1.302391, -1.033191, 0.840713], [-2.788244, -0.293693, -0.030354], [1.907816, 1.274782, -0.608163], [0.978924, -0.100981, -1.267202], [0.980674, -1.280065, 0.433633]], "forces_ev_per_angstrom": [[1.2, 0.3, 0.1], [-1.0, -0.8, -1.1], [-0.2, 0.0, -1.3], [2.4, 3.3, 1.9], [-2.5, 1.4, 2.9], [0.0, -0.9, 0.5], [-0.5, 0.3, -0.1], [1.9, -0.3, 0.1], [0.3, -0.6, -2.1], [-1.7, -2.7, -0.8]]}